[1]
{"formula": "C28H40HgN3OSSi", "method": "the ωB97M-V functional and the def2-TZVPD basis", "e_tot_ha": -2171.40197, "homo_lumo_gap_ev": [2.204, 4.554], "spin_multiplicity": 2, "charge": -2, "species": ["Hg", "C", "Si", "C", "C", "C", "C", "C", "C", "N", "C", "S", "H", "H", "H", "H", "H", "H", "H", "H", "H", "H", "H", "H", "O", "C", "C", "C", "C", "C", "C", "C", "C", "N", "H", "H", "H", "H", "H", "H", "H", "H", "H", "H", "H", "C", "C", "C", "C", "C", "C", "C", "C", "C", "C", "C", "C", "N", "H", "H", "H", "H", "H", "H", "H", "H", "H", "H", "H", "H", "H", "H", "H", "H", "H"], "coordinates": [[-12.278, -12.820, 3.727], [-8.753, -11.426, 9.136], [-8.585, -11.861, 7.330], [-9.179, -10.488, 6.189], [-6.819, -12.403, 6.945], [-9.816, -13.387, 7.227], [-10.171, -14.154, 8.315], [-11.357, -14.880, 8.306], [-12.015, -15.028, 7.074], [-11.529, -14.582, 5.918], [-10.506, -13.722, 6.032], [-10.009, -13.020, 4.442], [-8.062, -10.637, 9.390], [-8.383, -12.272, 9.744], [-9.741, -11.136, 9.467], [-8.622, -9.583, 6.439], [-10.241, -10.314, 6.439], [-9.085, -10.635, 5.131], [-6.763, -13.032, 6.082], [-6.476, -12.824, 7.868], [-6.170, -11.508, 6.800], [-9.594, -14.077, 9.223], [-11.669, -15.456, 9.214], [-12.956, -15.586, 6.928], [-11.140, -13.164, 0.488], [-9.950, -13.436, -0.357], [-10.126, -14.709, -1.173], [-10.585, -15.995, -0.442], [-9.702, -16.629, 0.603], [-8.572, -16.032, 1.152], [-7.865, -16.632, 2.176], [-8.479, -17.706, 2.855], [-9.532, -18.358, 2.177], [-10.080, -17.826, 1.043], [-11.105, -12.158, 0.592], [-9.072, -13.482, 0.257], [-9.900, -12.571, -1.056], [-9.181, -14.857, -1.690], [-10.893, -14.550, -1.936], [-10.779, -16.765, -1.219], [-11.512, -15.840, 0.087], [-8.139, -15.152, 0.648], [-6.978, -16.222, 2.610], [-8.076, -18.074, 3.804], [-9.924, -19.268, 2.611], [-14.156, -9.713, 5.012], [-15.419, -10.274, 4.316], [-16.089, -11.116, 5.404], [-15.291, -10.936, 2.992], [-15.320, -10.149, 1.841], [-15.559, -10.712, 0.606], [-15.907, -12.041, 0.528], [-15.836, -12.870, 1.631], [-16.337, -14.281, 1.556], [-15.329, -15.159, 0.695], [-16.640, -15.010, 2.884], [-15.075, -12.384, 2.812], [-14.294, -13.199, 3.434], [-14.409, -8.829, 5.634], [-13.339, -9.343, 4.340], [-13.751, -10.496, 5.703], [-16.077, -9.446, 4.053], [-15.573, -12.040, 5.650], [-17.124, -11.370, 5.185], [-16.067, -10.598, 6.353], [-15.197, -9.066, 1.971], [-15.702, -10.035, -0.253], [-16.199, -12.444, -0.419], [-17.249, -14.173, 0.948], [-14.367, -15.216, 1.192], [-15.215, -14.671, -0.267], [-15.654, -16.142, 0.431], [-15.729, -15.173, 3.488], [-17.094, -16.009, 2.695], [-17.196, -14.403, 3.646]], "lowdin_charge": [0.8742, -0.2095, 0.5089, -0.2422, -0.1880, -0.3128, -0.2553, -0.1696, -0.2597, -0.0899, -0.7851, 0.3577, 0.0016, 0.0225, 0.0303, 0.0050, 0.0347, -0.0420, 0.0088, -0.0008, 0.0240, 0.0408, 0.0763, 0.0757, -0.1407, -0.2443, -0.1859, -0.1267, -0.2947, -0.0297, -0.0673, -0.0665, -0.1208, 0.0897, 0.1053, 0.0788, 0.1161, 0.1044, 0.1073, 0.1178, 0.1125, 0.1006, 0.0935, 0.0961, 0.0892, -0.1063, -0.4061, -0.1049, -0.2110, -0.1270, -0.1995, -0.1305, -0.1904, -0.3688, -0.0718, -0.1115, -0.4517, -0.1585, 0.0585, 0.0721, 0.0678, 0.1119, 0.0634, 0.0672, 0.0545, 0.0957, 0.0669, 0.0838, 0.1129, 0.0656, 0.0501, 0.0394, 0.0514, 0.0622, 0.0743]}

***

[2]
{"formula": "C28H40N3O", "method": "the ωB97M-V functional and the def2-TZVPD basis", "e_tot_ha": -1330.21846, "homo_lumo_gap_ev": 8.276, "smiles": "COc1ccc([C@H](Cc2c(C(C)(C)C)[n+](C(C)C)nn2C(C)C)c2ccc(C)cc2)cc1", "charge": 1, "species": ["C", "O", "C", "C", "C", "C", "C", "C", "C", "C", "C", "C", "C", "C", "N", "C", "C", "C", "N", "N", "C", "C", "C", "C", "C", "C", "C", "C", "C", "C", "C", "C", "H", "H", "H", "H", "H", "H", "H", "H", "H", "H", "H", "H", "H", "H", "H", "H", "H", "H", "H", "H", "H", "H", "H", "H", "H", "H", "H", "H", "H", "H", "H", "H", "H", "H", "H", "H", "H", "H", "H", "H"], "coordinates": [[4.521, 2.329, -3.446], [3.085, 2.436, -3.305], [2.381, 1.317, -2.964], [0.972, 1.402, -3.051], [0.198, 0.441, -2.423], [0.788, -0.593, -1.686], [-0.092, -1.530, -0.858], [-0.027, -1.171, 0.622], [-0.411, 0.244, 0.958], [-1.623, 0.861, 1.181], [-3.070, 0.368, 1.367], [-3.152, -1.156, 1.347], [-3.928, 0.921, 0.223], [-3.596, 0.828, 2.734], [-1.335, 2.193, 1.295], [-2.140, 3.432, 1.521], [-1.847, 4.348, 0.356], [-1.699, 4.050, 2.834], [-0.020, 2.434, 1.163], [0.532, 1.238, 0.995], [2.008, 1.198, 1.090], [2.443, 0.927, 2.520], [2.449, 2.540, 0.571], [0.118, -3.039, -1.085], [-0.840, -3.924, -0.555], [-0.628, -5.302, -0.561], [0.581, -5.823, -1.033], [0.908, -7.281, -0.894], [1.502, -4.960, -1.630], [1.234, -3.593, -1.724], [2.177, -0.701, -1.669], [2.982, 0.174, -2.397], [4.827, 3.317, -3.799], [5.001, 2.104, -2.482], [4.786, 1.561, -4.188], [0.528, 2.254, -3.564], [-0.891, 0.504, -2.485], [-1.122, -1.324, -1.187], [-0.703, -1.828, 1.190], [0.986, -1.393, 1.003], [-2.536, -1.584, 2.148], [-4.192, -1.471, 1.520], [-2.840, -1.557, 0.375], [-3.958, 2.018, 0.215], [-3.534, 0.580, -0.743], [-4.958, 0.553, 0.330], [-3.596, 1.916, 2.853], [-4.630, 0.479, 2.861], [-2.979, 0.397, 3.534], [-3.193, 3.157, 1.540], [-2.326, 5.322, 0.505], [-0.762, 4.486, 0.270], [-2.226, 3.915, -0.576], [-2.149, 5.044, 2.957], [-1.995, 3.436, 3.690], [-0.606, 4.159, 2.833], [2.332, 0.392, 0.429], [3.535, 0.925, 2.575], [2.063, 1.718, 3.178], [2.073, -0.046, 2.859], [3.538, 2.620, 0.591], [2.117, 2.666, -0.466], [2.000, 3.337, 1.174], [-1.756, -3.526, -0.118], [-1.390, -5.976, -0.159], [1.994, -7.420, -0.967], [0.569, -7.661, 0.077], [0.437, -7.890, -1.678], [2.445, -5.362, -2.002], [1.929, -2.967, -2.276], [2.653, -1.478, -1.067], [4.061, 0.015, -2.447]], "lowdin_charge": [-0.0538, -0.0968, -0.2801, 0.0067, -0.0258, -0.2044, -0.2162, -0.0665, -0.0721, -0.0401, -0.5145, -0.0458, -0.0197, -0.0247, 0.0303, -0.3612, -0.0375, -0.0338, 0.1760, 0.0211, -0.3455, -0.0198, -0.0403, -0.1632, -0.0338, -0.0306, -0.2792, -0.0526, -0.0273, -0.0247, -0.0792, 0.0006, 0.0968, 0.0900, 0.1022, 0.1242, 0.1171, 0.1340, 0.1052, 0.1378, 0.0979, 0.1061, 0.0754, 0.0735, 0.0953, 0.1035, 0.0626, 0.1040, 0.1038, 0.1090, 0.0980, 0.0841, 0.0879, 0.0985, 0.0830, 0.0850, 0.1166, 0.0970, 0.0930, 0.0831, 0.0993, 0.0831, 0.0808, 0.1011, 0.1199, 0.0793, 0.0831, 0.0899, 0.1175, 0.0977, 0.1244, 0.1138]}

***

[3]
{"formula": "C28H40N3O2", "method": "the ωB97M-V functional and the def2-TZVPD basis", "e_tot_ha": -1405.45936, "homo_lumo_gap_ev": 8.785, "smiles": "COc1ccc(CN(CCC#N)CC[C@@]2(c3ccccc3)C[C@@H](C)[N@H+](C)C[C@H]2C)cc1OC", "charge": 1, "species": ["C", "O", "C", "C", "C", "C", "C", "N", "C", "C", "C", "N", "C", "C", "C", "C", "C", "C", "C", "C", "C", "C", "C", "C", "N", "C", "C", "C", "C", "C", "C", "O", "C", "H", "H", "H", "H", "H", "H", "H", "H", "H", "H", "H", "H", "H", "H", "H", "H", "H", "H", "H", "H", "H", "H", "H", "H", "H", "H", "H", "H", "H", "H", "H", "H", "H", "H", "H", "H", "H", "H", "H", "H"], "coordinates": [[1.829, 4.862, -5.098], [2.074, 3.711, -4.323], [1.032, 3.115, -3.674], [-0.251, 3.649, -3.631], [-1.271, 3.044, -2.914], [-1.038, 1.863, -2.232], [-2.088, 1.187, -1.392], [-1.691, 1.174, 0.015], [-1.739, 2.499, 0.611], [-0.401, 3.261, 0.440], [0.651, 2.401, 0.854], [1.426, 1.635, 1.212], [-2.394, 0.175, 0.814], [-1.539, -0.302, 2.004], [-0.806, -1.631, 1.738], [-1.772, -2.794, 1.523], [-3.116, -2.743, 1.875], [-3.944, -3.839, 1.696], [-3.447, -5.016, 1.168], [-2.109, -5.087, 0.823], [-1.286, -3.991, 1.002], [0.100, -1.445, 0.490], [1.582, -1.747, 0.709], [2.368, -1.486, -0.571], [2.055, -0.869, 1.816], [3.506, -0.908, 2.039], [1.317, -1.122, 3.087], [0.090, -2.027, 2.941], [-0.653, -2.059, 4.277], [0.229, 1.303, -2.308], [1.273, 1.901, -2.997], [2.462, 1.235, -2.899], [3.492, 1.453, -3.844], [2.783, 5.107, -5.561], [1.086, 4.671, -5.878], [1.504, 5.703, -4.478], [-0.464, 4.567, -4.153], [-2.248, 3.503, -2.898], [-3.061, 1.683, -1.534], [-2.185, 0.149, -1.721], [-2.537, 3.115, 0.172], [-1.941, 2.400, 1.680], [-0.405, 4.169, 1.047], [-0.244, 3.529, -0.606], [-2.621, -0.677, 0.174], [-3.353, 0.570, 1.180], [-2.170, -0.404, 2.883], [-0.798, 0.467, 2.224], [-3.545, -1.848, 2.293], [-4.984, -3.768, 1.976], [-4.093, -5.869, 1.029], [-1.702, -6.000, 0.416], [-0.245, -4.085, 0.726], [-0.263, -2.074, -0.322], [0.012, -0.410, 0.156], [1.740, -2.786, 1.017], [3.383, -1.869, -0.510], [2.399, -0.426, -0.813], [1.882, -2.000, -1.397], [1.824, 0.123, 1.511], [3.833, -1.929, 2.235], [4.032, -0.520, 1.171], [3.756, -0.282, 2.894], [1.020, -0.158, 3.504], [1.997, -1.597, 3.797], [0.433, -3.049, 2.755], [-1.561, -2.646, 4.182], [-0.913, -1.061, 4.617], [-0.029, -2.521, 5.038], [0.430, 0.364, -1.821], [3.118, 1.375, -4.866], [4.216, 0.660, -3.663], [3.969, 2.424, -3.707]], "lowdin_charge": [-0.0666, -0.1048, -0.1915, -0.0046, -0.0490, -0.2369, -0.1286, -0.1813, -0.1537, -0.1073, -0.1318, 0.2292, -0.1651, -0.1120, -0.3391, -0.1806, -0.0375, -0.0617, -0.0749, -0.0635, -0.0367, -0.0733, -0.2926, -0.0244, -0.1360, 0.0003, -0.0776, -0.2842, -0.0271, 0.0350, -0.1821, -0.0831, -0.0607, 0.0997, 0.1018, 0.0986, 0.1078, 0.1169, 0.1308, 0.1310, 0.1347, 0.1279, 0.1383, 0.1112, 0.1202, 0.1320, 0.1075, 0.1029, 0.1095, 0.1093, 0.1077, 0.1086, 0.1110, 0.1330, 0.0902, 0.1529, 0.0841, 0.0737, 0.1000, 0.0580, 0.1171, 0.0994, 0.1110, 0.1374, 0.1383, 0.1400, 0.0893, 0.0851, 0.0910, 0.1064, 0.1024, 0.0942, 0.0928]}

***

[4]
{"formula": "C28H40N7SSi2Ti", "method": "the ωB97M-V functional and the def2-TZVPD basis", "e_tot_ha": -3301.01704, "homo_lumo_gap_ev": [5.045, 5.651], "spin_multiplicity": 3, "charge": -1, "species": ["Ti", "N", "C", "S", "N", "N", "C", "C", "C", "C", "C", "C", "C", "C", "C", "C", "C", "C", "N", "H", "H", "H", "H", "H", "H", "H", "H", "H", "H", "H", "C", "Si", "C", "C", "C", "C", "C", "C", "C", "Si", "C", "C", "H", "H", "H", "H", "H", "H", "H", "H", "H", "H", "H", "H", "H", "H", "H", "H", "C", "N", "C", "C", "N", "N", "C", "C", "H", "H", "H", "H", "H", "H", "H", "H", "H", "H", "H", "H", "H"], "coordinates": [[-0.182, -0.040, 0.362], [-1.275, -1.768, -3.676], [-0.971, -1.474, -2.353], [-1.630, -0.003, -1.681], [-0.294, -2.364, -1.703], [-0.073, -2.027, -0.384], [0.147, -3.043, 0.462], [0.233, -4.450, 0.003], [-0.661, -5.413, 0.459], [-0.568, -6.732, 0.032], [0.423, -7.106, -0.862], [1.321, -6.151, -1.327], [1.224, -4.837, -0.900], [0.225, -2.689, 1.832], [0.471, -3.597, 2.892], [0.511, -3.147, 4.180], [0.306, -1.774, 4.446], [0.087, -0.939, 3.380], [0.040, -1.349, 2.104], [-1.393, -0.949, -4.249], [-0.657, -2.462, -4.069], [-1.443, -5.118, 1.149], [-1.277, -7.468, 0.393], [0.495, -8.134, -1.197], [2.097, -6.435, -2.026], [1.910, -4.085, -1.267], [0.642, -4.639, 2.661], [0.705, -3.839, 4.990], [0.337, -1.382, 5.453], [-0.058, 0.126, 3.534], [3.296, -1.271, 1.599], [2.468, -0.099, 0.344], [3.171, -0.728, -1.314], [3.293, 1.600, 0.647], [4.604, 1.767, 1.099], [5.134, 3.031, 1.332], [4.353, 4.157, 1.106], [3.050, 4.009, 0.640], [2.501, 2.745, 0.408], [0.749, 2.412, -0.284], [1.007, 2.574, -2.168], [-0.240, 4.018, 0.072], [4.383, -1.307, 1.475], [2.912, -2.288, 1.470], [3.078, -0.961, 2.625], [4.266, -0.746, -1.318], [2.841, -0.104, -2.146], [2.807, -1.744, -1.500], [5.225, 0.896, 1.287], [6.150, 3.139, 1.696], [4.759, 5.146, 1.290], [2.453, 4.898, 0.461], [1.478, 3.528, -2.428], [0.045, 2.502, -2.683], [1.645, 1.772, -2.543], [0.287, 4.916, -0.265], [-0.458, 4.147, 1.139], [-1.189, 3.978, -0.471], [-3.118, -1.569, 1.398], [-3.879, -0.340, 1.257], [-4.943, -0.425, 0.264], [-3.230, 0.863, 1.421], [-1.947, 0.966, 1.395], [-4.084, 1.947, 1.586], [-3.491, 3.267, 1.599], [-5.229, 1.803, 2.467], [-3.830, -2.384, 1.551], [-2.465, -1.503, 2.263], [-2.517, -1.793, 0.511], [-4.536, -0.760, -0.695], [-5.402, 0.549, 0.124], [-5.704, -1.135, 0.598], [-1.612, 1.888, 1.654], [-2.969, 3.490, 2.540], [-4.283, 4.005, 1.469], [-2.786, 3.371, 0.777], [-5.585, 0.777, 2.452], [-6.034, 2.462, 2.136], [-4.972, 2.068, 3.501]], "lowdin_charge": [0.4063, 0.0319, -0.8508, 0.5874, 0.0022, -0.1301, -0.2302, -0.1781, -0.0464, -0.0977, -0.1116, -0.0884, -0.0279, -0.2557, -0.0327, -0.0953, -0.0986, -0.1723, -0.0459, 0.0541, 0.0753, 0.1141, 0.0935, 0.0907, 0.0958, 0.1039, 0.1060, 0.0938, 0.0852, 0.1069, -0.2334, 0.5365, -0.2251, -0.3153, -0.1138, -0.1218, -0.1221, -0.1160, -0.3222, 0.4904, -0.2481, -0.2682, 0.0115, 0.0100, 0.0177, 0.0171, -0.0002, -0.0028, 0.0855, 0.0859, 0.0854, 0.0802, 0.0186, -0.0040, -0.0005, 0.0076, 0.0084, 0.0042, -0.0610, -0.1676, -0.0673, -0.4342, 0.0820, -0.1676, -0.0666, -0.0673, 0.0899, 0.0783, 0.0606, 0.0737, 0.0811, 0.0844, 0.0310, 0.0973, 0.0893, 0.0616, 0.0759, 0.0855, 0.0901]}